57
Properties=species:S:1:pos:R:3:forces:R:3 method="wB97M-V/def2-TZVPD" orbital_gap_ev=8.11 de_lowest_ev=0.000 smiles="C=CB(COC(C)=O)COc1ccccc1.CCOP(=O)(OCC)OCC" total_energy_ev=-43448.3436 spin_multiplicity=1 lumo_ev=-0.83 homo_energy_ev=-8.9
C 3.38592 0.08538 -2.77205 0.42 0.29 -0.71
C 3.49440 -1.12476 -3.31936 -0.61 -0.84 0.83
B 2.80901 -2.35160 -2.57895 0.81 0.33 -0.02
C 1.22198 -2.43341 -2.62394 0.25 0.33 -0.83
O 0.73133 -3.78538 -2.87649 -0.43 0.25 1.35
C -0.43704 -3.95859 -2.15068 -0.75 -0.20 -0.11
C -0.37223 -5.05464 -1.08319 0.97 0.68 -0.26
O -1.41695 -3.27577 -2.32424 0.84 -0.33 0.09
C 3.76217 -3.39104 -1.82817 0.05 -0.59 -0.43
O 3.37040 -3.70360 -0.47616 0.11 0.20 -0.43
C 3.05824 -2.58186 0.24737 -0.41 0.01 0.43
C 1.80822 -2.56419 0.84777 -0.69 -0.83 0.11
C 1.37299 -1.51586 1.62701 0.25 -0.04 -0.17
C 2.21504 -0.42056 1.78289 -0.95 0.27 0.77
C 3.45973 -0.41780 1.20039 0.38 0.29 -0.07
C 3.89846 -1.50044 0.44609 0.52 0.07 -0.46
H 2.98126 0.25100 -1.77203 -0.23 0.02 -0.38
H 3.73810 0.94892 -3.34120 0.13 -0.04 0.51
H 4.06398 -1.30813 -4.23533 -0.32 0.36 -0.02
H 0.79848 -2.04348 -1.68392 0.18 0.01 -0.18
H 0.87332 -1.76924 -3.42962 -0.14 -0.23 0.27
H -0.89369 -5.95825 -1.40784 0.02 0.19 0.16
H -0.78341 -4.63374 -0.15888 -0.34 -0.28 -0.32
H 0.68935 -5.24976 -0.87938 -0.33 -0.31 -0.16
H 3.69435 -4.34466 -2.38883 -0.02 0.22 0.20
H 4.83027 -3.12043 -1.87021 -0.31 0.11 0.14
H 1.15355 -3.42712 0.72109 0.26 0.11 -0.09
H 0.38931 -1.59061 2.08646 0.22 0.27 -0.03
H 1.85300 0.39909 2.40121 0.30 0.04 -0.25
H 4.10799 0.44723 1.32988 -0.07 -0.22 -0.03
H 4.88940 -1.47600 -0.00433 -0.19 -0.06 0.07
C -3.00346 -0.34705 -0.24227 0.00 -0.05 0.12
C -1.97241 0.64676 -0.74763 -0.01 -0.11 0.00
O -2.26581 1.98907 -0.35471 -0.18 -0.53 0.44
P -2.05930 2.42788 1.21958 -1.14 4.52 -7.40
O -0.55994 2.50121 1.19898 -0.31 -2.16 3.43
O -2.40855 4.03246 1.07340 -0.16 -0.47 1.12
C -1.47699 5.02125 1.51294 0.29 0.14 -0.12
C -0.58769 5.48843 0.37596 -0.08 0.13 -0.22
O -3.67714 2.11007 1.45274 1.79 -1.43 2.63
C -4.19564 2.12524 2.80308 -0.32 0.20 0.25
C -4.23313 3.51525 3.41459 0.23 0.09 -0.02
H -2.97301 -0.42678 0.84828 0.01 -0.05 -0.02
H -2.81715 -1.33805 -0.66081 0.05 0.04 -0.03
H -4.01029 -0.03035 -0.51418 0.02 0.00 -0.05
H -0.96981 0.37285 -0.40075 0.02 0.02 -0.04
H -1.96075 0.63718 -1.83734 0.01 0.13 0.01
H -0.88478 4.64887 2.34995 0.06 -0.10 -0.10
H -2.05866 5.86510 1.89217 -0.14 -0.10 -0.05
H -0.20488 4.65635 -0.21332 0.04 -0.11 0.20
H 0.25622 6.06469 0.75895 -0.02 0.01 0.01
H -1.15445 6.12362 -0.30738 0.01 0.02 0.03
H -3.60606 1.44796 3.42564 -0.10 -0.06 0.01
H -5.20867 1.72787 2.74646 0.08 -0.09 -0.19
H -3.22940 3.86300 3.66649 -0.02 0.05 0.00
H -4.82041 3.51214 4.33399 -0.02 -0.10 -0.03
H -4.66475 4.23428 2.71982 -0.04 -0.05 -0.01